Entry 1:
The following is a quantum chemistry calculation of 9 unconnected molecules or ions with the total composition C40H58FN3O24PS, from the OMol25 dataset.

Element x y z (Å)
C  4.52496  -0.77509  -1.10496
C  5.07339  0.62281  -0.94887
O  4.78400  1.31925  -0.04304
O  6.00155  1.01118  -1.93451
C  5.51256  1.82830  -2.91301
O  6.10198  2.79802  -3.23254
C  4.23590  1.43264  -3.64239
C  2.93632  1.93387  -3.05829
N  1.86354  1.16129  -3.15274
C  0.75676  1.78370  -2.59372
C  -0.59577  1.15331  -2.58710
O  -0.77101  0.18444  -1.53779
N  0.03813  -0.95069  -1.84949
O  -0.58782  -1.81055  -2.31616
C  1.18253  2.98499  -2.12605
P  0.01984  4.13867  -1.26887
O  -1.38980  3.88015  -1.64000
N  2.56199  3.07826  -2.45098
S  3.60812  4.40047  -2.15484
O  3.99866  4.86258  -3.42278
O  4.53697  4.06065  -1.16386
F  2.60377  5.38646  -1.56944
H  4.55040  -1.07101  -2.15053
H  5.16369  -1.45199  -0.54237
H  3.51862  -0.82119  -0.70360
H  4.26865  1.72222  -4.68925
H  4.16053  0.34727  -3.61443
H  1.80290  0.24905  -3.58173
H  -0.71150  0.65986  -3.54447
H  -1.38128  1.89044  -2.54582
H  0.31910  5.48769  -1.50086
H  0.16943  3.86512  0.09247
O  -1.15556  -4.18107  2.56924
C  -1.69673  -4.71190  1.64217
O  -1.99875  -6.02629  1.62574
C  -2.54285  -6.39609  0.34620
C  -3.07198  -5.09915  -0.25028
C  -2.10517  -4.06909  0.32945
H  -1.74368  -6.83561  -0.25447
H  -3.32164  -7.14008  0.49115
H  -3.11190  -5.11101  -1.33773
H  -4.07907  -4.90489  0.12005
H  -1.21544  -3.94613  -0.29061
H  -2.57880  -3.10645  0.50266
O  -1.27640  2.09972  -4.98009
C  -1.79905  1.70008  -5.98903
O  -2.12846  0.40793  -6.16273
C  -2.63046  0.20902  -7.50518
C  -3.10332  1.58221  -7.95811
C  -2.13614  2.50746  -7.22105
H  -1.81712  -0.17968  -8.12143
H  -3.43636  -0.52089  -7.48509
H  -3.09711  1.70283  -9.03852
H  -4.12039  1.75934  -7.60661
H  -1.21920  2.67802  -7.78751
H  -2.58813  3.45843  -6.94863
O  -0.54362  5.36945  1.24565
C  -1.54147  5.17630  1.90092
O  -2.29079  6.17749  2.37338
C  -3.34638  5.64817  3.20754
C  -3.51469  4.20529  2.75840
C  -2.09417  3.84225  2.33711
H  -3.03291  5.72796  4.24931
H  -4.24513  6.24222  3.06519
H  -3.92660  3.55796  3.52902
H  -4.17827  4.16170  1.89297
H  -1.50374  3.47098  3.17249
H  -2.07737  3.12756  1.51684
O  -2.58076  5.69704  -6.31887
C  -2.45259  6.49298  -5.43300
O  -2.97340  7.73773  -5.47991
C  -2.56258  8.49248  -4.32427
C  -2.20027  7.44794  -3.27714
C  -1.67747  6.30395  -4.14345
H  -1.71133  9.11690  -4.60308
H  -3.38041  9.13549  -4.00998
H  -1.48886  7.80886  -2.53618
H  -3.09821  7.12595  -2.74875
H  -0.61045  6.40508  -4.35525
H  -1.88839  5.33059  -3.70589
O  -1.14313  1.69028  4.24466
C  -0.67480  0.58104  4.25277
O  -1.40631  -0.51569  4.01663
C  -0.59583  -1.70886  4.20343
C  0.83506  -1.23175  4.03385
C  0.76057  0.19899  4.55908
H  -0.78004  -2.10193  5.20326
H  -0.88100  -2.46219  3.46910
H  1.55555  -1.85456  4.55300
H  1.09840  -1.22037  2.97156
H  0.91328  0.24519  5.63834
H  1.45319  0.86694  4.05299
O  1.28112  -2.82654  6.67279
C  1.71078  -3.94960  6.68507
O  0.93195  -5.02299  6.45206
C  1.69093  -6.23310  6.64549
C  3.14589  -5.82115  6.47593
C  3.12416  -4.38556  6.99230
H  1.48204  -6.61248  7.64630
H  1.37521  -6.97337  5.91413
H  3.83994  -6.47355  7.00160
H  3.41386  -5.82813  5.41734
H  3.26792  -4.34383  8.07408
H  3.84572  -3.75116  6.48224
O  2.64739  -4.93242  9.85755
C  2.65747  -4.01120  10.62743
O  3.77220  -3.61176  11.26923
C  3.45569  -2.55949  12.20185
C  2.15520  -1.95598  11.69111
C  1.47524  -3.16622  11.05427
H  3.34986  -2.99984  13.19494
H  4.27257  -1.84289  12.22162
H  1.56917  -1.47500  12.47117
H  2.36897  -1.21043  10.92408
H  0.88353  -3.73279  11.77472
H  0.86453  -2.89654  10.19678
O  -0.09229  -2.40651  -8.96494
C  -0.93253  -3.22354  -8.72223
O  -1.86419  -3.62232  -9.61366
C  -2.79594  -4.52523  -8.98976
C  -2.05451  -5.09341  -7.78767
C  -1.15221  -3.92547  -7.39335
H  -3.68500  -3.96001  -8.70198
H  -3.08423  -5.29053  -9.70527
H  -2.71823  -5.43206  -6.99475
H  -1.44230  -5.94107  -8.09735
H  -1.65062  -3.23474  -6.71033
H  -0.20770  -4.25730  -6.97202

Results
net charge = +1
energy = -118863.995 eV
LUMO = -0.1296 Eh
highest occupied orbital energy = -11.356 eV
2S+1 = 1

Entry 2:
The following is a quantum chemistry calculation of a molecular structure, C40H58N6O3STa, from the OMol25 dataset.

Element x y z (Å)
Ta  0.09300  -0.10898  -0.12123
C  -3.25495  1.04029  0.78837
N  -2.19968  1.01338  1.81622
C  -1.71420  2.39204  1.97711
C  -0.60092  2.63170  2.97617
C  0.68804  1.83150  2.79897
N  1.13469  1.56879  1.41065
C  2.22491  2.17219  1.09765
C  2.98467  2.17592  -0.13988
C  3.99370  3.11880  -0.34454
C  4.69774  3.12666  -1.53437
C  4.41587  2.18012  -2.51597
C  3.43390  1.21630  -2.33909
C  2.72598  1.23736  -1.14831
O  1.79515  0.36251  -0.80375
C  -2.86716  0.56090  3.07326
C  -2.02494  -0.27559  4.01661
C  -2.02062  -1.75747  3.62881
N  -1.92865  -1.88700  2.18395
C  -2.78709  -2.62656  1.62998
C  -2.94712  -2.83440  0.18649
C  -3.84382  -3.83523  -0.19773
C  -4.12175  -4.10053  -1.52478
C  -3.50730  -3.33894  -2.50592
C  -2.62467  -2.32799  -2.16013
C  -2.33934  -2.07803  -0.82399
O  -1.47409  -1.07275  -0.52193
H  -4.09866  1.66115  1.12140
H  -3.61375  0.02757  0.61049
H  -2.86641  1.44727  -0.13883
H  -2.56138  3.04898  2.23208
H  -1.35095  2.70820  1.00925
H  -0.94255  2.46819  4.00187
H  -0.37637  3.70077  2.90903
H  0.58830  0.86544  3.27375
H  1.48736  2.34687  3.33742
H  2.65855  2.82889  1.85620
H  4.21857  3.84436  0.42852
H  5.47493  3.85933  -1.69945
H  4.98013  2.19117  -3.43970
H  3.20448  0.47386  -3.09145
H  -3.74613  -0.02113  2.79199
H  -3.24982  1.45233  3.58696
H  -2.42946  -0.18103  5.02731
H  -1.01618  0.12402  4.06449
H  -2.93205  -2.23836  4.00856
H  -1.16578  -2.26652  4.07777
H  -3.53350  -3.16596  2.23121
H  -4.32899  -4.41489  0.57880
H  -4.81168  -4.88942  -1.79046
H  -3.70897  -3.53155  -3.55178
H  -2.10769  -1.75052  -2.91421
C  1.39891  -0.61712  5.29794
C  2.06303  -1.05280  4.01699
C  3.40799  -1.38985  4.05944
C  4.04227  -1.90009  2.93294
C  5.49357  -2.29619  2.97195
C  3.32637  -2.04498  1.75497
C  1.97293  -1.67817  1.65314
C  1.37089  -1.21394  2.81900
N  1.16958  -1.76843  0.48640
C  1.64218  -2.77553  -0.53010
C  0.59398  -2.91384  -1.63264
C  1.74754  -4.16794  0.10798
C  2.94873  -2.32571  -1.25547
H  2.15551  -0.36297  6.03884
H  0.79175  -1.42315  5.71779
H  0.75027  0.25423  5.19321
H  3.95704  -1.28661  4.98819
H  5.89863  -2.21954  3.97978
H  6.09099  -1.65548  2.32102
H  5.62832  -3.32368  2.63064
H  3.86296  -2.45418  0.91964
H  0.30193  -1.07161  2.78007
H  -0.35447  -3.28730  -1.26139
H  0.95184  -3.61785  -2.38432
H  0.45479  -1.96641  -2.16475
H  0.76297  -4.47397  0.46690
H  2.43655  -4.22070  0.94474
H  2.07547  -4.88682  -0.64472
H  3.33094  -1.37963  -0.88054
H  2.76115  -2.19581  -2.32191
H  3.74101  -3.07001  -1.16178
C  -3.11958  0.79904  -3.07490
N  -2.28446  1.34812  -4.11817
C  -2.85890  2.19238  -5.16375
C  -1.69307  2.38106  -6.15254
N  -0.70009  1.46153  -5.61658
C  -1.06969  0.89247  -4.45729
S  -0.11879  -0.22588  -3.63132
H  -3.75886  1.58835  -2.67782
H  -2.48840  0.41745  -2.27582
H  -3.75373  -0.00534  -3.45733
H  -3.20099  3.13710  -4.73864
H  -3.71664  1.69413  -5.62230
H  -1.32190  3.40688  -6.15245
H  -1.97013  2.11260  -7.17072
H  0.20923  1.28588  -6.00366
C  -1.71500  3.62447  -1.32629
C  -0.37968  2.90156  -1.19958
C  0.36033  3.06836  -2.51786
O  -0.58500  1.53222  -0.80457
H  -1.53828  4.65793  -1.62903
H  -2.29865  3.64152  -0.40962
H  -2.30583  3.14608  -2.10761
H  0.21116  3.34718  -0.39305
H  -0.33548  3.02597  -3.35639
H  1.12574  2.32585  -2.68255
H  0.82771  4.05513  -2.52796

Results
net charge = +1
energy = -69889.007 eV
LUMO = -0.1121 Eh
highest occupied orbital energy = -9.822 eV
2S+1 = 1